The following is a quantum chemistry calculation of 3 unconnected molecules or ions with the total composition C23H51N2O11P2 in a non-equilibrium geometry, from the OMol25 dataset.

Output
E_tot = -2527.0065 Ha
Charge = -1
E_HOMO = -0.1646 hartree

Last columns: bonded neighbours and bond lengths (Å).
Element x y z (Å)
1 C -0.93 -3.66 -0.01  O2 1.415, H17 1.088, H18 1.092, H19 1.096
2 O 0.11 -3.60 -0.96  C1 1.415, C3 1.423
3 C 0.05 -2.38 -1.70  O2 1.423, C4 1.532, H20 1.090, H21 1.093
4 C 1.02 -1.31 -1.19  C3 1.532, C5 1.545, H22 1.091, H23 1.091
5 C 0.65 0.05 -1.81  C4 1.545, C6 1.537, H24 1.092, H25 1.094
6 C -0.08 1.01 -0.85  C5 1.537, C7 1.538, H26 1.092, H27 1.096
7 C -1.31 0.44 -0.13  C6 1.538, C8 1.541, H28 1.093, H29 1.088
8 C -2.62 0.83 -0.84  C7 1.541, N9 1.450, H30 1.094, H31 1.102
9 N -3.70 -0.11 -0.57  C8 1.450, C10 1.442, H32 1.008
10 C -3.85 -1.14 -1.57  N9 1.442, C11 1.563, C14 1.570, H33 1.088
11 C -4.25 -0.63 -2.99  C10 1.563, C12 1.511, H34 1.089, H35 1.090
12 C -3.06 -0.75 -3.92  C11 1.511, N13 1.265, H36 1.095
13 N -2.68 -1.81 -4.50  C12 1.265, H37 1.026
14 C -5.03 -2.08 -1.14  C10 1.570, O15 1.256, O16 1.256
15 O -5.18 -3.10 -1.87  C14 1.256
16 O -5.74 -1.73 -0.16  C14 1.256
17 H -0.83 -4.61 0.51  C1 1.088
18 H -1.92 -3.59 -0.48  C1 1.092
19 H -0.85 -2.86 0.74  C1 1.096
20 H 0.20 -2.58 -2.76  C3 1.090
21 H -0.95 -1.97 -1.59  C3 1.093
22 H 0.93 -1.19 -0.11  C4 1.091
23 H 2.03 -1.61 -1.47  C4 1.091
24 H 0.09 -0.08 -2.75  C5 1.092
25 H 1.59 0.54 -2.06  C5 1.094
26 H 0.64 1.44 -0.16  C6 1.092
27 H -0.43 1.85 -1.46  C6 1.096
28 H -1.34 0.91 0.86  C7 1.093
29 H -1.25 -0.63 0.05  C7 1.088
30 H -2.92 1.80 -0.45  C8 1.094
31 H -2.39 0.99 -1.90  C8 1.102
32 H -4.58 0.33 -0.36  N9 1.008
33 H -2.97 -1.78 -1.63  C10 1.088
34 H -5.01 -1.29 -3.40  C11 1.089
35 H -4.60 0.40 -2.96  C11 1.090
36 H -2.48 0.17 -4.07  C12 1.095
37 H -3.33 -2.55 -4.22  N13 1.026
38 O -4.04 4.06 1.45  P39 1.466
39 P -4.15 5.10 2.47  O38 1.466, O40 1.612, O43 1.623, O46 1.579
40 O -2.86 5.05 3.43  P39 1.612, C41 1.431
41 C -1.56 5.28 2.87  O40 1.431, C42 1.518, H49 1.093, H50 1.089
42 C -1.33 6.74 2.51  C41 1.518, H51 1.092, H52 1.090, H53 1.090
43 O -5.24 4.44 3.47  P39 1.623, C44 1.448
44 C -6.16 3.49 2.88  O43 1.448, C45 1.513, H54 1.089, H55 1.092
45 C -5.69 2.05 3.02  C44 1.513, H56 1.088, H57 1.090, H58 1.092
46 O -4.60 6.61 2.58  P39 1.579, C47 1.437
47 C -5.27 7.18 3.73  O46 1.437, C48 1.511, H59 1.088, H60 1.091
48 C -4.42 7.23 4.98  C47 1.511, H61 1.089, H62 1.091, H63 1.089
49 H -1.42 4.64 1.99  C41 1.093
50 H -0.84 4.97 3.62  C41 1.089
51 H -2.00 7.06 1.71  C42 1.092
52 H -0.30 6.89 2.18  C42 1.090
53 H -1.52 7.38 3.37  C42 1.090
54 H -6.28 3.69 1.82  C44 1.089
55 H -7.12 3.66 3.36  C44 1.092
56 H -4.66 1.97 2.69  C45 1.088
57 H -6.31 1.39 2.41  C45 1.090
58 H -5.73 1.71 4.06  C45 1.092
59 H -6.21 6.66 3.91  C47 1.088
60 H -5.53 8.19 3.42  C47 1.091
61 H -4.26 6.24 5.40  C48 1.089
62 H -4.93 7.84 5.72  C48 1.091
63 H -3.45 7.67 4.77  C48 1.089
64 O 6.18 -4.14 -3.37  P65 1.466
65 P 6.47 -3.69 -2.01  O64 1.466, O66 1.611, O69 1.613, O72 1.577
66 O 7.69 -4.55 -1.39  P65 1.611, C67 1.430
67 C 8.95 -4.55 -2.05  O66 1.430, C68 1.518, H75 1.093, H76 1.090
68 C 9.70 -3.23 -1.90  C67 1.518, H77 1.091, H78 1.091, H79 1.090
69 O 5.28 -4.26 -1.08  P65 1.613, C70 1.434
70 C 4.02 -4.66 -1.63  O69 1.434, C71 1.513, H80 1.089, H81 1.091
71 C 3.93 -6.17 -1.70  C70 1.513, H82 1.090, H83 1.090, H84 1.091
72 O 6.63 -2.29 -1.31  P65 1.577, C73 1.438
73 C 6.28 -2.00 0.05  O72 1.438, C74 1.510, H85 1.088, H86 1.090
74 C 7.15 -2.70 1.07  C73 1.510, H87 1.089, H88 1.091, H89 1.090
75 H 8.81 -4.79 -3.11  C67 1.093
76 H 9.53 -5.36 -1.60  C67 1.090
77 H 9.16 -2.42 -2.39  C68 1.091
78 H 10.69 -3.31 -2.33  C68 1.091
79 H 9.79 -2.97 -0.85  C68 1.090
80 H 3.86 -4.21 -2.61  C70 1.089
81 H 3.24 -4.28 -0.97  C70 1.091
82 H 4.82 -6.59 -2.18  C71 1.090
83 H 3.05 -6.48 -2.26  C71 1.090
84 H 3.88 -6.59 -0.70  C71 1.091
85 H 5.23 -2.20 0.22  C73 1.088
86 H 6.41 -0.92 0.15  C73 1.090
87 H 6.94 -3.76 1.11  C74 1.089
88 H 6.95 -2.27 2.06  C74 1.091
89 H 8.21 -2.56 0.85  C74 1.090

Atom-resolved charges from Löwdin, all expressed in e:
1. C -0.10
2. O -0.19
3. C -0.24
4. C -0.17
5. C -0.20
6. C -0.21
7. C -0.18
8. C -0.23
9. N -0.02
10. C -0.27
11. C -0.13
12. C -0.29
13. N 0.08
14. C -0.70
15. O -0.09
16. O -0.07
17. H 0.08
18. H 0.09
19. H 0.08
20. H 0.13
21. H 0.08
22. H 0.11
23. H 0.10
24. H 0.11
25. H 0.10
26. H 0.10
27. H 0.10
28. H 0.10
29. H 0.08
30. H 0.11
31. H 0.09
32. H 0.10
33. H 0.11
34. H 0.11
35. H 0.11
36. H 0.09
37. H 0.05
38. O -0.21
39. P 0.46
40. O -0.19
41. C -0.27
42. C -0.08
43. O -0.22
44. C -0.28
45. C -0.07
46. O -0.19
47. C -0.25
48. C -0.07
49. H 0.11
50. H 0.12
51. H 0.07
52. H 0.08
53. H 0.07
54. H 0.10
55. H 0.11
56. H 0.07
57. H 0.09
58. H 0.07
59. H 0.11
60. H 0.12
61. H 0.08
62. H 0.08
63. H 0.07
64. O -0.21
65. P 0.43
66. O -0.19
67. C -0.27
68. C -0.08
69. O -0.21
70. C -0.27
71. C -0.07
72. O -0.18
73. C -0.25
74. C -0.07
75. H 0.11
76. H 0.12
77. H 0.07
78. H 0.08
79. H 0.07
80. H 0.11
81. H 0.11
82. H 0.08
83. H 0.08
84. H 0.07
85. H 0.12
86. H 0.12
87. H 0.08
88. H 0.08
89. H 0.07

=====

The following is a quantum chemistry calculation of 4 unconnected molecules or ions with the total composition C23H51N4O3PS in a non-equilibrium geometry, from the OMol25 dataset.

Output
E_tot = -2091.0419 Ha
SMILES = N#CO[C@@]1([PH2]=S)CCOC1=O.CCN(CC)CC.CCN(CC)CC.CCN(CC)CC
Charge = 0
E_HOMO = -0.2915 hartree

Last columns: bonded neighbours and bond lengths (Å).
Element x y z (Å)
1 N 3.63 0.41 -1.03  C2 1.217
2 C 2.72 0.80 -1.74  N1 1.217, O3 1.435
3 O 1.61 1.44 -2.37  C2 1.435, C4 1.461
4 C 0.69 1.87 -1.32  O3 1.461, P5 1.902, C7 1.600, C10 1.623
5 P -0.22 0.25 -0.88  C4 1.902, S6 1.976, H12 1.454, H13 1.454
6 S -1.02 0.26 0.93  P5 1.976
7 C 1.30 2.79 -0.16  C4 1.600, C8 1.625, H14 1.164, H15 1.142
8 C 0.06 3.53 0.59  C7 1.625, O9 1.477, H16 1.155, H17 1.159
9 O -0.97 3.42 -0.46  C8 1.477, C10 1.448
10 C -0.55 2.84 -1.72  C4 1.623, O9 1.448, O11 1.248
11 O -1.06 3.11 -2.83  C10 1.248
12 H -1.21 -0.06 -1.90  P5 1.454
13 H 0.70 -0.88 -0.87  P5 1.454
14 H 1.73 3.68 -0.77  C7 1.164
15 H 2.19 2.44 0.46  C7 1.142
16 H 0.40 4.60 0.86  C8 1.155
17 H -0.29 3.02 1.57  C8 1.159
18 C 7.23 -4.22 0.19  C19 1.525, H25 1.094, H26 1.093, H27 1.093
19 C 7.24 -4.44 -1.31  C18 1.525, N20 1.460, H28 1.095, H29 1.098
20 N 5.98 -4.12 -1.97  C19 1.460, C21 1.460, C23 1.461
21 C 5.91 -4.59 -3.35  N20 1.460, C22 1.528, H30 1.096, H31 1.098
22 C 6.88 -3.96 -4.36  C21 1.528, H32 1.091, H33 1.094, H34 1.093
23 C 5.45 -2.78 -1.74  N20 1.461, C24 1.528, H35 1.096, H36 1.096
24 C 6.32 -1.59 -2.13  C23 1.528, H37 1.092, H38 1.094, H39 1.091
25 H 6.42 -4.79 0.67  C18 1.094
26 H 8.17 -4.56 0.63  C18 1.093
27 H 7.12 -3.17 0.46  C18 1.093
28 H 7.47 -5.49 -1.48  C19 1.095
29 H 8.08 -3.86 -1.74  C19 1.098
30 H 4.89 -4.47 -3.73  C21 1.096
31 H 6.08 -5.67 -3.35  C21 1.098
32 H 6.57 -2.95 -4.64  C22 1.091
33 H 6.89 -4.55 -5.28  C22 1.094
34 H 7.91 -3.92 -3.98  C22 1.093
35 H 5.21 -2.69 -0.67  C23 1.096
36 H 4.48 -2.69 -2.24  C23 1.096
37 H 7.36 -1.72 -1.83  C24 1.092
38 H 5.95 -0.69 -1.65  C24 1.094
39 H 6.29 -1.41 -3.21  C24 1.091
40 C -4.57 3.32 -1.16  C41 1.525, H47 1.094, H48 1.093, H49 1.093
41 C -4.65 3.28 -2.68  C40 1.525, N42 1.461, H50 1.095, H51 1.098
42 N -5.47 2.20 -3.21  C41 1.461, C43 1.460, C45 1.460
43 C -5.32 2.00 -4.64  N42 1.460, C44 1.528, H52 1.096, H53 1.098
44 C -5.77 3.13 -5.57  C43 1.528, H54 1.091, H55 1.094, H56 1.093
45 C -6.85 2.14 -2.71  N42 1.460, C46 1.528, H57 1.096, H58 1.096
46 C -7.74 3.36 -2.93  C45 1.528, H59 1.092, H60 1.094, H61 1.091
47 H -4.22 2.37 -0.76  C40 1.094
48 H -3.87 4.10 -0.85  C40 1.093
49 H -5.54 3.56 -0.71  C40 1.093
50 H -3.62 3.15 -3.05  C41 1.095
51 H -4.99 4.26 -3.05  C41 1.098
52 H -5.83 1.07 -4.94  C43 1.096
53 H -4.26 1.80 -4.85  C43 1.098
54 H -6.86 3.17 -5.65  C44 1.091
55 H -5.39 2.95 -6.58  C44 1.094
56 H -5.40 4.10 -5.25  C44 1.093
57 H -6.81 1.93 -1.64  C45 1.096
58 H -7.35 1.26 -3.13  C45 1.096
59 H -7.23 4.30 -2.71  C46 1.092
60 H -8.61 3.30 -2.27  C46 1.094
61 H -8.12 3.40 -3.95  C46 1.091
62 C 0.43 0.45 4.51  C63 1.525, H69 1.094, H70 1.093, H71 1.093
63 C -0.46 0.31 5.74  C62 1.525, N64 1.460, H72 1.096, H73 1.098
64 N -1.68 -0.46 5.50  C63 1.460, C65 1.460, C67 1.460
65 C -2.65 -0.36 6.59  N64 1.460, C66 1.528, H74 1.096, H75 1.098
66 C -2.25 -0.93 7.94  C65 1.528, H76 1.091, H77 1.094, H78 1.093
67 C -1.50 -1.80 4.95  N64 1.460, C68 1.528, H79 1.096, H80 1.096
68 C -0.64 -2.78 5.74  C67 1.528, H81 1.092, H82 1.094, H83 1.091
69 H -0.12 0.89 3.67  C62 1.094
70 H 1.27 1.11 4.74  C62 1.093
71 H 0.85 -0.51 4.20  C62 1.093
72 H -0.74 1.32 6.05  C63 1.096
73 H 0.13 -0.12 6.56  C63 1.098
74 H -3.59 -0.81 6.27  C65 1.096
75 H -2.89 0.70 6.73  C65 1.098
76 H -2.29 -2.02 7.95  C66 1.091
77 H -2.95 -0.59 8.71  C66 1.094
78 H -1.25 -0.62 8.26  C66 1.093
79 H -1.06 -1.70 3.95  C67 1.096
80 H -2.48 -2.25 4.76  C67 1.096
81 H 0.28 -2.33 6.13  C68 1.092
82 H -0.35 -3.62 5.10  C68 1.094
83 H -1.19 -3.21 6.58  C68 1.091

Atom-resolved charges from Löwdin, all expressed in e:
1. N 0.19
2. C -0.21
3. O -0.05
4. C -0.47
5. P 0.47
6. S 0.16
7. C -0.09
8. C -0.14
9. O -0.08
10. C -0.33
11. O 0.11
12. H 0.02
13. H 0.00
14. H 0.15
15. H 0.13
16. H 0.14
17. H 0.11
18. C -0.09
19. C -0.27
20. N -0.20
21. C -0.25
22. C -0.09
23. C -0.25
24. C -0.09
25. H 0.08
26. H 0.07
27. H 0.06
28. H 0.12
29. H 0.10
30. H 0.11
31. H 0.11
32. H 0.05
33. H 0.07
34. H 0.07
35. H 0.10
36. H 0.11
37. H 0.07
38. H 0.04
39. H 0.05
40. C -0.09
41. C -0.27
42. N -0.19
43. C -0.25
44. C -0.09
45. C -0.25
46. C -0.09
47. H 0.08
48. H 0.07
49. H 0.06
50. H 0.10
51. H 0.10
52. H 0.11
53. H 0.11
54. H 0.05
55. H 0.07
56. H 0.07
57. H 0.10
58. H 0.11
59. H 0.07
60. H 0.07
61. H 0.05
62. C -0.10
63. C -0.27
64. N -0.19
65. C -0.25
66. C -0.09
67. C -0.25
68. C -0.09
69. H 0.03
70. H 0.07
71. H 0.07
72. H 0.12
73. H 0.10
74. H 0.11
75. H 0.11
76. H 0.05
77. H 0.07
78. H 0.07
79. H 0.09
80. H 0.12
81. H 0.07
82. H 0.07
83. H 0.05

=====

So what do the calculations give for gap between HOMO and LUMO? Going down the list: 6.6 7.6 eV.